Here is a cluster of 2 separate species, C3H2O2 in total at a distorted geometry from the Open Molecules 2025 dataset. Energies are from ωB97M-V/def2-TZVPD.

Atoms and positions in Å:
C (0.490, -0.705, 0.189)
C (-2.030, 0.271, -0.055)
C (1.674, -0.249, 0.051)
O (-2.727, -0.629, -0.242)
O (-1.379, 1.242, -0.003)
H (1.454, 0.856, 0.329)
H (2.518, -0.786, -0.268)

Results
Energy above the lowest of the compared OMol25 structures with the same formula, charge and spin   195.9 kJ/mol
Spin multiplicity   1
Kohn-Sham gap   0.4019 Ha
E   -7234.872 eV
F_max   2.4 eV/A

The net atomic charges from Mulliken, expressed in e, are:
1 C -0.11
2 C 0.80
3 C -0.50
4 O -0.35
5 O -0.40
6 H 0.25
7 H 0.31